# 1
Formula: C6H11BrNO2
Source: the OMol25 dataset
Level of theory: wB97M-V/def2-TZVPD

Each line ends with the Löwdin charge.
Positions of all 21 atoms, in Å:
1 C -1.2908 2.5681 -0.1495  -0.760
2 C 1.5531 0.1657 -1.3080  -0.140
3 C 1.5970 -1.8793 0.2692  -0.165
4 C -1.0578 0.0308 1.7512  -0.159
5 C 1.0160 -1.1525 -0.8919  -0.236
6 C -1.3955 -0.0276 0.3110  -0.748
7 N -1.4735 1.0505 -0.4569  0.007
8 O -1.4988 3.2010 -1.1648  -0.024
9 O -0.9836 2.8336 0.9907  -0.009
10 Br -2.6777 -1.4854 -0.1055  0.497
11 H 2.1865 0.5855 -0.5267  0.068
12 H 2.1406 0.1130 -2.2366  0.063
13 H 0.7404 0.8834 -1.4920  0.057
14 H 1.9820 -1.1732 1.0065  0.064
15 H 0.8482 -2.5137 0.7541  0.057
16 H 2.4330 -2.5426 -0.0140  0.062
17 H -1.9527 0.1516 2.3702  0.071
18 H -0.5478 -0.8843 2.0609  0.052
19 H -0.4164 0.8953 1.9097  0.065
20 H 0.5259 -1.7527 -1.6463  0.073
21 H -1.7280 0.9326 -1.4313  0.104

Computed properties:
* HOMO-LUMO gap (alpha / beta): 7.12 / 5.77 eV
* relative energy (zero: lowest compared OMol25 entry of this formula, charge and spin): 1.959 eV
* total charge: -1

# 2
Formula: C6H11Cl3Si
Source: the OMol25 dataset
Level of theory: wB97M-V/def2-TZVPD

Each line ends with the Löwdin charge.
Positions of all 21 atoms, in Å:
1 Cl 3.6860 -2.2587 0.5713  0.318
2 Si 3.7747 -0.2942 0.3463  -0.730
3 Cl 4.4672 0.5286 -1.3442  0.302
4 Cl 4.9760 0.3781 1.9588  0.165
5 H 2.4438 0.3272 0.7907  -0.037
6 C -0.7275 -0.5444 1.5817  0.043
7 C -0.8155 -0.3370 0.2789  -0.393
8 C -0.0862 -1.3352 -0.6654  -0.066
9 C -1.5857 0.6460 -0.3757  -0.375
10 C -0.8803 1.5134 -1.1291  0.054
11 C -3.0516 0.9092 -0.1316  -0.023
12 H -1.1009 0.2706 2.2988  0.098
13 H -0.1036 -1.2824 2.0193  0.047
14 H -0.7446 -1.4599 -1.5620  0.083
15 H 1.0232 -1.0446 -0.8771  0.063
16 H -0.0729 -2.3964 -0.2103  0.095
17 H 0.1580 1.2754 -1.4590  0.076
18 H -1.4047 2.0900 -1.8666  0.056
19 H -3.5589 0.1889 -0.6616  0.055
20 H -3.2052 0.9848 1.0132  0.122
21 H -3.1914 1.8404 -0.5765  0.048

Computed properties:
* HOMO-LUMO gap: 9.50 eV
* relative energy (zero: lowest compared OMol25 entry of this formula, charge and spin): 1.701 eV
* total charge: 0
* structure (SMILES): Cl[SiH](Cl)Cl.C=C(C)C(=C)C

# 3
Formula: C6H11ClN2
Source: the OMol25 dataset
Level of theory: wB97M-V/def2-TZVPD

Each line ends with the Löwdin charge.
Positions of all 20 atoms, in Å:
1 C -1.1908 1.9351 -0.1345  -0.037
2 C 1.6950 -0.1554 -1.1679  -0.511
3 C -0.4291 0.7871 0.4895  -0.501
4 C -1.7168 1.0970 1.0303  -0.116
5 C 0.8321 0.9097 1.4194  -0.008
6 C 0.6104 -2.4485 -1.0781  -0.045
7 N -0.3924 -0.5469 -0.1184  0.029
8 N 0.6917 -0.9370 -0.8988  -0.294
9 Cl 2.9971 -0.9718 -1.9446  0.591
10 H -0.7809 2.9502 -0.1562  0.102
11 H -2.6096 0.5960 0.7707  0.089
12 H -1.8168 1.6313 -1.0237  0.115
13 H -1.8169 1.3845 2.0491  0.099
14 H 0.7088 0.5013 2.4469  0.095
15 H 1.1459 1.8759 1.5780  0.044
16 H 1.6414 0.4924 0.8148  0.026
17 H 0.3513 -2.9708 -0.1650  0.074
18 H -0.2650 -2.7185 -1.7636  0.104
19 H 1.5894 -2.7540 -1.4760  0.014
20 H -1.2446 -0.6576 -0.6720  0.132

Computed properties:
* HOMO-LUMO gap: 9.24 eV
* relative energy (zero: lowest compared OMol25 entry of this formula, charge and spin): 3.978 eV
* total charge: 0

# 4
Formula: C6H11ClNP
Source: the OMol25 dataset
Level of theory: wB97M-V/def2-TZVPD

Each line ends with the Löwdin charge.
Positions of all 20 atoms, in Å:
1 C 1.9474 0.1106 -2.3883  -0.008
2 C 0.7414 0.5803 -2.1132  -0.168
3 C -0.8734 0.1212 -0.4530  -0.028
4 C 0.2171 0.7943 -0.7226  -0.438
5 C 1.0020 1.7654 0.1018  -0.064
6 C -1.8895 0.2276 1.9276  -0.865
7 N -1.1724 -2.4380 1.1087  -0.288
8 P -0.4241 -0.9668 1.7442  0.702
9 Cl -3.4281 -0.2388 1.8252  0.653
10 H 2.3557 0.2008 -3.3658  0.038
11 H 2.7808 -0.2342 -1.7468  0.076
12 H 0.1575 0.8318 -3.0172  0.114
13 H -1.2083 -0.7235 -1.1088  0.079
14 H 1.8900 2.0660 -0.5350  0.100
15 H 0.4404 2.6012 0.2492  0.038
16 H 1.2496 1.3560 1.1124  0.071
17 H -1.5551 1.2220 2.0678  -0.006
18 H -1.2728 -3.1072 1.8913  0.017
19 H -0.5352 -2.6917 0.2647  0.054
20 H -0.4230 -1.4768 3.1576  -0.076

Computed properties:
* HOMO-LUMO gap (alpha / beta): 7.91 / 7.23 eV
* relative energy (zero: lowest compared OMol25 entry of this formula, charge and spin): 4.169 eV
* total charge: 0

# 5
Formula: C6H11ClSi
Source: the OMol25 dataset
Level of theory: wB97M-V/def2-TZVPD

Each line ends with the Löwdin charge.
Positions of all 19 atoms, in Å:
1 C -1.1629 2.3854 0.4297  0.018
2 C -0.8975 3.5305 0.1077  -0.736
3 C -1.7060 -0.4869 -0.5887  -0.167
4 C 1.4069 0.5012 -0.8661  -0.219
5 C 0.9983 -2.4053 0.0087  -0.194
6 C 0.0027 -0.2039 1.7699  0.042
7 Si 0.1342 -0.7115 -0.0668  0.506
8 Cl -1.2550 5.0786 -0.4472  0.629
9 H -2.2737 -1.2808 -0.2088  0.017
10 H -1.9738 0.4422 -0.2049  -0.057
11 H -1.8245 -0.4363 -1.5836  -0.019
12 H 1.1446 0.5658 -2.0249  0.063
13 H 1.2986 1.5807 -0.4884  0.015
14 H 2.4783 0.1600 -0.6040  0.042
15 H 0.5646 -3.1141 0.6820  0.009
16 H 0.9904 -2.9480 -0.8783  -0.005
17 H 1.9668 -2.3890 0.5812  0.054
18 H -0.9198 0.0095 2.1704  -0.035
19 H 1.0280 -0.2782 2.2120  0.035

Computed properties:
* HOMO-LUMO gap (alpha / beta): 5.76 / 9.07 eV
* relative energy (zero: lowest compared OMol25 entry of this formula, charge and spin): 7.793 eV
* total charge: 0

# 6
Formula: C6H11CuF6N5O12S6
Source: the OMol25 dataset
Level of theory: wB97M-V/def2-TZVPD

Each line ends with the Löwdin charge.
Positions of all 47 atoms, in Å:
1 Cu 10.1156 11.1509 -30.8774  0.640
2 C 12.8584 17.4784 -32.3265  -0.060
3 C 11.5165 17.5314 -33.0970  -0.153
4 N 10.5326 16.4692 -32.7761  -0.012
5 C 10.6887 15.1159 -32.9337  -0.027
6 C 9.6297 14.4704 -32.4331  -0.045
7 N 8.6650 15.3658 -32.0360  -0.061
8 C 9.1960 16.5923 -32.3097  0.051
9 C 7.3312 15.0646 -31.5359  0.045
10 H 13.2759 18.4802 -32.4276  0.078
11 H 13.6146 16.7638 -32.6516  0.078
12 H 12.6295 17.3367 -31.2703  0.077
13 H 11.7065 17.5472 -34.1702  0.124
14 H 11.0917 18.5141 -32.8924  0.119
15 H 11.6826 14.7731 -33.1809  0.143
16 H 9.4887 13.4169 -32.2412  0.096
17 H 8.8439 17.6020 -32.1580  0.155
18 H 7.5980 14.5625 -30.6060  0.090
19 H 6.8502 14.3341 -32.1863  0.095
20 H 6.8121 15.9994 -31.3242  0.113
21 N 10.6055 9.0161 -30.7459  -0.177
22 S 9.8612 8.1017 -29.5152  0.566
23 O 10.7557 7.4600 -28.5835  -0.187
24 O 8.6230 7.4762 -29.9204  -0.198
25 F 9.2483 9.2872 -28.6702  -0.154
26 S 10.9959 7.7077 -31.4439  0.469
27 O 10.0465 6.8069 -31.9799  -0.161
28 O 12.2950 7.1689 -30.9737  -0.170
29 F 11.4222 8.4200 -32.8166  -0.172
30 N 11.3199 12.8784 -30.3021  -0.303
31 S 11.0007 13.9701 -29.0104  0.634
32 O 10.8585 15.3721 -29.3988  -0.274
33 O 11.5732 13.7076 -27.6820  -0.232
34 F 9.4385 13.5052 -28.7470  -0.219
35 S 12.7471 13.3253 -30.3235  0.363
36 O 13.5558 12.5604 -29.4309  -0.224
37 O 13.1403 14.6702 -30.6740  -0.246
38 F 12.9363 12.5520 -31.6816  -0.185
39 N 8.0460 11.3961 -31.7778  -0.331
40 S 7.7308 10.9400 -33.1632  0.450
41 O 7.5133 12.0249 -34.1370  -0.274
42 O 7.0875 9.6586 -33.3792  -0.228
43 F 9.2921 10.5766 -33.3419  -0.226
44 S 6.4606 11.2875 -31.1156  0.650
45 O 6.0228 10.0142 -30.4793  -0.252
46 O 5.4373 12.1408 -31.7417  -0.266
47 F 6.8142 12.1934 -29.8384  -0.203

Computed properties:
* HOMO-LUMO gap (alpha / beta): 9.13 / 4.96 eV
* 2S+1: 2
* total charge: 0

# 7
Formula: C6H11F
Source: the OMol25 dataset
Level of theory: wB97M-V/def2-TZVPD

Each line ends with the Löwdin charge.
Positions of all 18 atoms, in Å:
1 C 1.0294 -0.0778 -1.8568  0.020
2 C -0.1755 -0.5145 -1.4270  -0.162
3 C -0.8547 -0.0504 -0.2337  -0.383
4 C -1.9632 -0.6873 0.0904  0.016
5 C -0.4053 1.2450 0.5465  -0.155
6 C 1.0592 1.0374 1.0138  -0.123
7 H 1.4463 -0.5392 -2.7075  0.034
8 H 1.5572 0.7648 -1.4754  0.035
9 H -0.6353 -1.4524 -2.0154  0.144
10 H -2.1936 -1.7310 -0.4107  0.107
11 H -2.5348 -0.3518 0.8837  0.032
12 H -0.4205 2.1172 -0.1924  0.132
13 H -0.9841 1.4002 1.4641  0.103
14 H 1.2383 0.1283 1.5643  0.053
15 H 1.3362 1.9032 1.6657  0.086
16 H 1.7653 1.0769 0.2724  0.004
17 F 0.3598 -1.7151 1.4622  0.040
18 H 0.3753 -2.5534 1.3558  0.017

Computed properties:
* HOMO-LUMO gap: 9.40 eV
* relative energy (zero: lowest compared OMol25 entry of this formula, charge and spin): 2.077 eV
* total charge: 0
* structure (SMILES): C=CC(=C)CC.F

# 8
Formula: C6H11F4O2S
Source: the OMol25 dataset
Level of theory: wB97M-V/def2-TZVPD

Each line ends with the Löwdin charge.
Positions of all 24 atoms, in Å:
1 C -2.7290 0.6001 0.4654  -0.142
2 C -3.4993 2.0516 0.1558  -0.347
3 S -5.3306 1.6015 -0.0313  1.184
4 F -5.8632 1.3022 1.5797  -0.311
5 H -2.4318 0.5952 1.5996  0.107
6 H -1.8264 0.4958 -0.2740  0.093
7 H -3.5229 -0.2779 0.3146  0.081
8 H -3.3464 2.7654 1.0895  0.139
9 H -3.0416 2.5561 -0.8122  0.142
10 H -5.3237 0.3950 -0.7520  0.053
11 C 4.3862 -1.3057 -1.2963  -0.060
12 C 3.4327 -2.0531 -0.3823  -0.205
13 O 2.7045 -1.1345 0.4467  0.016
14 C 1.6126 -0.5369 -0.1286  -0.325
15 O 1.2482 -0.7437 -1.2829  0.139
16 C 0.9056 0.3716 0.8762  -0.465
17 F 1.7729 1.1514 1.5840  0.154
18 F 0.1956 -0.3387 1.7996  0.139
19 F 0.0200 1.2269 0.2919  0.099
20 H 5.0452 -0.6534 -0.7143  0.087
21 H 4.9984 -2.0054 -1.8723  0.088
22 H 3.8418 -0.6647 -1.9964  0.078
23 H 4.0025 -2.7037 0.2885  0.130
24 H 2.7488 -2.6951 -0.9489  0.128

Computed properties:
* HOMO-LUMO gap: 7.21 eV
* total charge: +1

# 9
Formula: C6H11IN2
Source: the OMol25 dataset
Level of theory: wB97M-V/def2-TZVPD

Each line ends with the Löwdin charge.
Positions of all 20 atoms, in Å:
1 C -1.6140 -0.1929 -0.0061  -0.184
2 C -1.0200 -1.1373 0.9216  -0.097
3 C 0.2863 -1.0836 -1.1153  -0.105
4 C -0.4821 0.2689 -0.8307  -0.233
5 C 0.5267 -1.3533 0.3360  -0.312
6 C 0.6175 2.2496 0.3464  -0.016
7 N 0.5575 0.8528 0.0285  -0.194
8 N 1.0962 -0.0966 0.7579  -0.088
9 I 3.6079 -0.2004 -0.0878  0.057
10 H -2.2302 -0.6862 -0.6934  0.106
11 H -2.2206 0.6333 0.4177  0.141
12 H -0.8183 -0.8987 1.9112  0.082
13 H -1.5142 -2.1669 0.8922  0.143
14 H -0.3027 -1.8685 -1.6598  0.147
15 H 1.2160 -0.9972 -1.5206  0.011
16 H -0.7366 0.9145 -1.6751  0.156
17 H 1.1215 -2.1938 0.7113  0.137
18 H -0.1487 2.7948 -0.3137  0.132
19 H 0.4238 2.5742 1.2870  0.049
20 H 1.6341 2.5870 0.2925  0.070

Computed properties:
* HOMO-LUMO gap (alpha / beta): 6.80 / 7.16 eV
* relative energy (zero: lowest compared OMol25 entry of this formula, charge and spin): 2.689 eV
* total charge: 0

# 10
Formula: C6H11InO4
Source: the OMol25 dataset
Level of theory: wB97M-V/def2-TZVPD

Each line ends with the Löwdin charge.
Positions of all 22 atoms, in Å:
1 In -0.1458 -0.4188 -2.6639  1.127
2 C -3.3261 -1.0450 -4.3126  -0.114
3 C -3.8395 -1.6953 -3.0476  -0.366
4 O -3.0658 -1.4707 -1.9585  -0.046
5 H -3.8308 -1.2454 -5.2577  0.088
6 H -2.2781 -1.2887 -4.4865  0.011
7 H -3.4465 0.0382 -4.2989  0.081
8 H -3.9549 -2.7617 -3.2413  0.149
9 H -4.9016 -1.4784 -2.9333  0.140
10 C 1.3752 1.3696 3.8921  0.003
11 C 2.0410 1.2878 2.4876  -0.307
12 C 3.4369 0.6848 2.3537  -0.117
13 O 3.3525 0.0297 1.1383  0.075
14 C 2.0195 -0.0357 0.7118  -0.463
15 O 1.6288 -0.3919 -0.3861  -0.054
16 O 1.2332 0.5434 1.6273  0.098
17 H 1.7473 2.1795 4.5194  0.087
18 H 1.5801 0.4545 4.4477  0.085
19 H 0.2956 1.5196 3.8839  0.086
20 H 2.0631 2.2763 2.0288  0.156
21 H 3.7772 0.0252 3.1520  0.139
22 H 4.2386 1.4231 2.3437  0.143

Computed properties:
* HOMO-LUMO gap (alpha / beta): 9.59 / 8.59 eV
* relative energy (zero: lowest compared OMol25 entry of this formula, charge and spin): 0.000 eV
* 2S+1: 2
* total charge: +1

# 11
Formula: C6H11LiO2
Source: the OMol25 dataset
Level of theory: wB97M-V/def2-TZVPD

Each line ends with the Löwdin charge.
Positions of all 20 atoms, in Å:
1 O -0.7894 1.7926 -1.2963  0.013
2 C -0.7502 1.3638 -2.4307  -0.295
3 C -0.8102 -0.0846 -2.8029  -0.197
4 C -1.7501 -0.3427 -3.9514  -0.233
5 C -2.9623 -0.8898 -3.8388  -0.003
6 H -0.6452 2.0747 -3.2841  0.123
7 H -1.1047 -0.6607 -1.9134  0.121
8 H -0.1306 -1.7915 -3.9090  0.061
9 H -1.2177 -0.4957 -4.8991  0.076
10 H -3.4108 -1.0809 -2.8605  0.058
11 H -3.4414 -1.3728 -4.6928  0.052
12 C 0.2451 -2.4104 -4.8743  -0.138
13 C 1.7695 -2.4650 -4.7920  -0.532
14 O 2.2680 -1.4037 -4.0365  -0.506
15 Li 3.5998 -0.7294 -4.8591  -0.048
16 H -0.2204 -3.4014 -4.7463  0.061
17 H 0.3839 -0.3333 -3.1162  0.173
18 H -0.1204 -1.9202 -5.7897  0.059
19 H 2.1702 -2.4524 -5.8364  0.071
20 H 2.0257 -3.4617 -4.3558  0.084

Computed properties:
* HOMO-LUMO gap (alpha / beta): 3.28 / 8.09 eV
* relative energy (zero: lowest compared OMol25 entry of this formula, charge and spin): 0.000 eV
* 2S+1: 2
* total charge: -1

# 12
Formula: C6H11N
Source: the OMol25 dataset
Level of theory: wB97M-V/def2-TZVPD

Each line ends with the Löwdin charge.
Positions of all 18 atoms, in Å:
1 C 1.3441 -1.7507 0.6420  -0.138
2 C 0.5689 -0.4538 0.3277  -0.282
3 C 0.8209 0.1866 -0.8484  -0.220
4 N 1.4800 -0.3821 -2.0241  -0.013
5 C -0.6133 0.1335 1.3382  -0.267
6 C -1.7385 0.6133 0.5537  -0.417
7 C -2.1651 1.8893 0.2675  -0.210
8 H 2.4541 -1.5915 0.3168  0.090
9 H 1.0008 -2.4406 -0.1498  0.043
10 H 1.1635 -2.1462 1.6291  0.032
11 H 0.4784 1.2248 -1.0055  0.076
12 H 1.5293 0.4321 -2.7032  0.092
13 H 1.3279 -1.3890 -1.9275  0.051
14 H -0.7861 -0.7361 2.0059  0.047
15 H -0.1153 0.8813 2.0909  0.102
16 H -2.1829 -0.2323 -0.0778  0.078
17 H -3.0965 2.1477 -0.1580  -0.063
18 H -1.4351 2.8154 0.4638  -0.001

Computed properties:
* HOMO-LUMO gap (alpha / beta): 2.58 / 6.86 eV
* relative energy (zero: lowest compared OMol25 entry of this formula, charge and spin): 2.856 eV
* 2S+1: 2
* total charge: -1

| no. | electronic energy (Ha) |
| --- | --- |
| 1 | -3014.4569 |
| 2 | -1905.3410 |
| 3 | -804.7554 |
| 4 | -1091.2834 |
| 5 | -984.6121 |
| 6 | -6040.3444 |
| 7 | -334.9846 |
| 8 | -1182.9641 |
| 9 | -642.3197 |
| 10 | -726.0017 |
| 11 | -393.1487 |
| 12 | -289.7908 |